87
Properties=species:S:1:pos:R:3:forces:R:3 method="wB97M-V/def2-TZVPD" homo_lumo_gap_ha=0.328 e_above_lowest_kcal_mol=0.0 multiplicity=1
C 2.08483 8.74908 0.85333 0.08 -0.20 0.07
C 1.91677 8.23373 2.25768 0.18 -0.32 -0.07
I 1.37760 9.73072 3.61261 -0.01 -0.13 0.01
C 2.06794 6.95063 2.58836 -0.25 0.56 0.49
I 1.78193 6.18163 4.51144 0.05 -0.04 -0.23
C 2.45345 5.92571 1.57260 0.82 -0.30 -0.03
O 3.57344 5.82245 1.12873 -0.63 0.16 -0.02
O 1.42636 5.13554 1.24947 -0.21 0.50 -0.26
C 1.45147 4.54788 -0.06942 -0.18 -0.37 -0.24
C 1.68977 3.05064 -0.06652 0.30 0.19 -0.19
C 3.00156 2.56131 0.55189 -0.28 -0.47 0.43
C 3.27176 1.13766 0.04110 -0.07 0.59 0.18
C 2.94059 2.50152 2.08589 0.42 0.00 -0.16
H 1.09860 8.88205 0.40706 0.03 0.13 -0.08
H 2.66763 8.05482 0.24993 -0.07 -0.08 -0.02
H 2.61232 9.69945 0.85073 -0.08 0.08 0.01
H 0.46267 4.74712 -0.48512 -0.04 0.04 0.11
H 2.17274 5.06979 -0.69771 0.21 -0.03 0.21
H 1.69727 2.76038 -1.12277 -0.14 0.01 -0.03
H 0.83427 2.54337 0.38552 0.04 -0.06 0.13
H 3.82252 3.22253 0.27138 -0.05 0.10 -0.16
H 3.37293 1.13907 -1.04347 0.09 -0.22 -0.03
H 4.16355 0.73168 0.51723 0.07 -0.11 -0.13
H 2.41995 0.51852 0.32720 0.03 -0.19 -0.14
H 3.95540 2.39073 2.47541 -0.01 0.01 0.07
H 2.38999 1.61499 2.40650 -0.21 0.09 0.03
H 2.51015 3.39031 2.53786 -0.08 -0.03 0.05
C 0.31608 -2.08125 -5.81088 -0.09 -0.13 0.16
C 1.40447 -1.10547 -5.42339 -0.07 0.04 -0.32
O 1.53835 -1.00845 -3.99643 0.00 0.06 0.02
C 2.22358 -1.99495 -3.41917 0.00 0.04 0.04
O 2.75871 -2.91273 -3.98279 0.03 -0.08 -0.03
O 2.21956 -1.78265 -2.10512 -0.04 0.07 0.03
C 2.89019 -2.77779 -1.32896 0.07 -0.02 0.24
H -0.62049 -1.81907 -5.31639 -0.02 0.06 -0.06
H 0.15454 -2.06798 -6.88856 0.02 0.04 -0.01
H 0.57646 -3.09723 -5.51712 0.07 0.01 -0.03
H 1.15067 -0.09885 -5.75010 -0.01 0.04 0.12
H 2.36217 -1.37223 -5.86851 0.03 -0.08 0.10
H 3.90374 -2.93895 -1.68853 -0.02 -0.03 -0.09
H 2.33430 -3.71395 -1.34782 0.03 -0.02 -0.09
H 2.92041 -2.39316 -0.31317 -0.04 0.04 -0.01
C -3.69522 0.00049 -1.65514 -0.26 -0.06 -0.03
C -3.09659 -0.16732 -3.03399 0.31 0.11 0.27
O -4.01507 -0.79915 -3.94145 0.03 -0.05 -0.02
C -4.95150 -0.00269 -4.45005 0.05 -0.06 -0.06
O -5.07026 1.17722 -4.24950 -0.03 0.08 0.03
O -5.73381 -0.73795 -5.24141 -0.03 -0.03 -0.01
C -6.81760 -0.01693 -5.83287 -0.09 -0.02 -0.10
H -4.06127 -0.95555 -1.27822 0.09 -0.02 0.05
H -2.94736 0.38617 -0.96264 0.03 -0.01 -0.01
H -4.53593 0.69279 -1.67539 0.04 0.06 -0.03
H -2.23327 -0.82945 -2.99480 -0.07 -0.10 -0.09
H -2.76567 0.78560 -3.44558 -0.13 0.02 -0.06
H -6.45853 0.87240 -6.34533 0.02 0.03 0.05
H -7.54491 0.26304 -5.07265 0.03 0.06 0.01
H -7.27514 -0.69514 -6.54669 0.03 -0.06 0.03
C -6.44066 -2.97259 4.10133 -0.11 -0.04 -0.16
C -5.12143 -3.61789 3.73777 0.04 0.16 0.27
O -5.26572 -4.55344 2.65687 0.02 -0.04 0.00
C -5.33326 -4.01330 1.44263 -0.01 -0.08 0.00
O -5.25823 -2.84140 1.18004 0.01 0.12 -0.03
O -5.49240 -4.99736 0.55899 0.01 -0.03 -0.03
C -5.62188 -4.55970 -0.79699 0.00 -0.05 -0.12
H -7.19059 -3.73552 4.31265 0.03 -0.01 0.07
H -6.32032 -2.34533 4.98439 0.02 -0.01 0.02
H -6.80870 -2.35234 3.28533 0.05 0.03 0.00
H -4.74111 -4.20847 4.56880 -0.01 -0.10 -0.06
H -4.36960 -2.87309 3.47948 -0.04 0.01 -0.10
H -4.79656 -3.90899 -1.07649 -0.01 0.05 0.03
H -6.56740 -4.03865 -0.93715 0.03 0.06 0.01
H -5.60433 -5.45860 -1.40532 -0.01 -0.04 0.06
C 6.71382 -1.79353 4.01721 -0.07 -0.17 -0.07
C 5.43575 -0.98404 4.01678 0.23 0.19 0.13
O 4.40413 -1.61789 3.24240 -0.02 0.01 -0.04
C 3.76629 -2.61629 3.84905 -0.04 0.11 -0.07
O 3.95503 -3.00919 4.96943 0.03 -0.06 0.07
O 2.86107 -3.09957 2.99712 -0.04 -0.05 -0.08
C 2.11445 -4.21453 3.49209 -0.11 -0.07 -0.03
H 7.03275 -2.00006 2.99496 0.03 0.07 0.00
H 7.50501 -1.24390 4.52662 0.00 0.03 0.00
H 6.57190 -2.74550 4.52690 -0.01 0.03 0.05
H 5.59139 -0.01966 3.53714 -0.08 -0.02 -0.09
H 5.07486 -0.80394 5.02857 -0.05 -0.10 0.01
H 1.66841 -3.98542 4.45689 0.05 0.00 0.04
H 2.75516 -5.09052 3.57781 0.02 0.01 0.07
H 1.33410 -4.40145 2.76046 0.03 0.04 -0.05



76
Properties=species:S:1:pos:R:3:forces:R:3 method="wB97M-V/def2-TZVPD" homo_lumo_gap_ha="0.174 / 0.197" total_charge=+1 multiplicity=7
Tb -0.53929 -0.10665 -1.53494 -5.16 -1.85 9.84
C -2.28001 1.56684 0.05575 -0.06 -0.86 -0.25
C -2.86774 0.74530 -0.96364 0.97 -0.30 0.22
C -2.46118 -0.56898 0.89981 -0.35 0.44 -1.14
C -2.11688 0.76477 1.21788 0.02 -0.20 -0.85
C -2.94459 -0.59674 -0.44170 0.73 0.62 0.64
C -2.03073 3.02655 -0.02544 -0.03 0.66 0.17
H -1.96053 3.36454 -1.06443 -0.06 0.06 0.09
H -1.09120 3.30391 0.47608 -0.25 -0.04 -0.13
H -2.84364 3.59227 0.45723 0.23 -0.02 -0.17
C -1.73768 1.23679 2.57002 0.35 0.24 0.58
H -1.50730 2.31279 2.56538 -0.04 -0.34 0.06
H -0.86174 0.69360 2.96851 -0.36 0.19 -0.11
H -2.57204 1.08082 3.28124 0.35 0.04 -0.30
C -2.35136 -1.72300 1.81665 0.19 -0.38 0.47
H -3.02021 -1.61337 2.68521 0.17 -0.03 -0.23
H -1.32423 -1.81685 2.20271 -0.27 -0.01 -0.08
H -2.61402 -2.65210 1.30371 0.07 0.04 0.19
C -3.31529 -1.81775 -1.20305 -0.36 -0.43 -0.30
H -4.18327 -1.64038 -1.85807 0.25 -0.14 0.16
H -3.56856 -2.62715 -0.50730 0.03 0.13 -0.33
H -2.49611 -2.20853 -1.85156 -0.32 -0.04 0.31
C -3.38281 1.21023 -2.28033 -0.42 0.18 -0.36
H -4.34074 1.74498 -2.15756 0.30 -0.08 -0.16
H -3.57312 0.37224 -2.96703 -0.06 0.27 0.21
H -2.69556 1.91090 -2.78643 -0.18 -0.08 0.10
C 1.39740 0.63205 -2.44637 1.81 3.42 -2.11
C 0.40229 1.56521 -2.75226 4.11 1.32 -1.59
C -0.23738 1.65930 -4.11847 -0.47 0.39 -0.31
C -1.00795 0.40992 -4.68490 -0.52 0.51 -0.25
C -1.22119 -0.75834 -3.73751 1.36 -2.37 -3.25
C -0.16915 -1.56856 -3.35581 -1.08 -1.23 -3.59
C 1.18722 -1.41838 -4.04665 0.18 -0.06 0.14
C 2.06076 -0.27962 -3.46027 0.50 -0.60 0.35
H 0.54192 1.92246 -4.85701 -0.18 -0.02 0.35
H -0.50879 0.10740 -5.62624 -0.10 -0.25 0.60
H -0.95294 2.50515 -4.09278 0.50 -0.43 -0.05
H 2.46232 0.32343 -4.29425 -0.22 0.00 0.42
H 1.93337 0.70198 -1.47972 -0.51 0.19 -0.30
H 0.40234 2.50872 -2.16546 -0.50 -0.92 0.38
H 2.92782 -0.74650 -2.95836 -0.38 0.33 -0.20
H 1.74436 -2.37486 -3.99158 -0.45 0.52 0.16
H -0.31540 -2.51935 -2.78684 -0.11 0.82 -0.11
H 1.04980 -1.21685 -5.12579 -0.28 -0.16 0.54
H -2.00329 0.76476 -5.01263 0.47 -0.19 0.27
H -2.24390 -1.15358 -3.76068 0.25 0.31 1.14
P 2.46393 3.39178 0.44212 0.40 0.21 0.40
C 2.07533 3.85682 2.18590 -0.31 -0.05 0.02
H 2.86522 4.44820 2.67454 -0.16 -0.22 -0.26
H 1.89044 2.94670 2.77593 0.04 0.26 -0.15
H 1.14658 4.44633 2.17851 0.24 -0.13 0.11
C 4.07482 2.52881 0.70632 -0.02 -0.17 -0.12
H 4.81986 3.14076 1.23808 -0.30 -0.16 -0.12
H 4.48862 2.24098 -0.27054 -0.02 0.05 0.24
H 3.88031 1.60963 1.27700 0.18 0.22 -0.10
C 3.08408 5.01004 -0.18294 -0.13 0.10 -0.30
H 3.51677 4.85590 -1.18219 -0.08 0.11 0.25
H 3.84433 5.46318 0.46856 -0.20 -0.19 -0.11
H 2.24185 5.70959 -0.28859 0.25 -0.17 0.03
P 0.84584 -4.12749 -0.73306 -0.24 0.83 0.22
C 0.21925 -5.79968 -1.10458 -0.27 -0.09 -0.38
H 1.02165 -6.48734 -1.40498 -0.33 0.02 0.24
H -0.48025 -5.66294 -1.94539 0.24 -0.41 0.24
H -0.35478 -6.18094 -0.24899 0.23 -0.03 -0.27
C 2.58643 -4.15852 -1.31026 0.21 0.17 -0.42
H 2.63572 -3.58524 -2.25051 0.26 -0.39 0.20
H 2.94636 -5.18624 -1.47299 0.07 0.42 0.07
H 3.21020 -3.63465 -0.56802 -0.14 -0.28 -0.37
C 1.13007 -4.09708 1.07913 -0.06 0.23 0.36
H 0.81496 -5.03548 1.55942 0.20 0.34 -0.07
H 0.58934 -3.24297 1.52039 0.14 -0.45 -0.10
H 2.20060 -3.90675 1.25410 -0.42 -0.25 0.16
O 1.08405 -0.85932 2.45551 0.16 0.76 -2.35
C 1.19484 -0.43438 1.30109 -0.26 -0.57 1.16
O 0.54777 -0.86725 0.23506 0.28 0.44 -0.23
H 1.89021 0.40182 1.03820 -0.12 -0.25 0.40



Number 1: molecular weight 824.44 g/mol, electronic energy -2628.9669 Eh. Number 2: molecular weight 599.51 g/mol, electronic energy -2637.4765 Eh.